2 unconnected molecules or ions with the total composition C24H32ClNO5S in a non-equilibrium geometry. Source: the OMol25 dataset; level of theory: the ωB97M-V functional and the def2-TZVPD basis.

Geometry as ORCA input:
```
! wB97M-V def2-TZVPD RIJCOSX def2/J DEFGRID3
* xyz 0 1
C -0.866 -4.157 4.014
N -0.693 -3.432 2.738
C 0.424 -4.073 2.006
C -0.283 -2.097 3.116
O 0.842 -1.857 3.428
C -1.328 -1.013 3.166
C -1.817 -0.467 1.806
C -2.251 -1.604 0.891
C -2.887 -1.154 -0.434
C -4.084 -2.032 -0.772
Cl -5.098 -1.202 -2.015
O -3.075 0.237 2.100
S -2.980 1.764 2.512
O -2.106 1.962 3.627
O -4.325 2.216 2.675
C -2.299 2.529 1.064
C -1.326 1.583 0.327
C -0.745 0.477 1.214
C 0.390 -0.225 0.441
O 1.634 -0.040 1.096
C 2.323 1.092 0.729
C 2.735 1.943 1.755
C 3.474 3.090 1.478
C 3.813 3.396 0.162
C 3.388 2.546 -0.859
C 2.655 1.394 -0.586
H 0.051 -4.137 4.605
H -1.144 -5.188 3.829
H -1.630 -3.670 4.615
H 1.173 -4.496 2.669
H 0.902 -3.380 1.322
H 0.000 -4.882 1.414
H -2.208 -1.405 3.675
H -0.913 -0.217 3.770
H -3.012 -2.143 1.454
H -1.450 -2.310 0.734
H -3.255 -0.139 -0.399
H -2.170 -1.300 -1.238
H -4.735 -2.173 0.080
H -3.798 -2.968 -1.230
H -1.749 3.391 1.419
H -3.102 2.834 0.407
H -1.757 1.195 -0.587
H -0.468 2.182 0.029
H -0.268 0.982 2.049
H 0.411 0.193 -0.563
H 0.255 -1.295 0.325
H 2.484 1.688 2.773
H 3.798 3.722 2.290
H 4.401 4.277 -0.036
H 3.663 2.792 -1.874
H 2.347 0.742 -1.390
C 2.085 -0.062 -5.960
C 3.019 0.792 -6.530
C 3.158 2.088 -6.053
C 2.360 2.532 -5.008
C 1.421 1.680 -4.443
C 1.285 0.383 -4.917
H 1.981 -1.074 -6.329
H 3.640 0.447 -7.346
H 3.888 2.753 -6.496
H 2.469 3.542 -4.634
H 0.796 2.029 -3.630
H 0.553 -0.282 -4.475
*
```

Its orbital gap is 9.376 eV. The value obtained for the total energy is -60491.3952 eV.


3 unconnected molecules or ions with the total composition C6H20N2O2 in a non-equilibrium geometry. Source: the OMol25 dataset; level of theory: the ωB97M-V functional and the def2-TZVPD basis.

Geometry as ORCA input:
```
! wB97M-V def2-TZVPD RIJCOSX def2/J DEFGRID3
* xyz 0 1
C -2.163 1.481 0.412
C -1.262 0.673 -0.620
C -1.565 -0.692 -0.491
N -0.562 -1.703 -0.973
C 0.054 -1.327 -2.342
C 0.401 -1.920 0.191
C 1.619 -0.936 0.211
N 2.081 -0.676 1.584
H -3.225 1.247 0.171
H -1.970 2.528 0.460
H -1.871 0.998 1.376
H -1.567 0.966 -1.662
H -0.124 0.871 -0.465
H -1.767 -1.030 0.664
H -2.548 -0.941 -1.021
H 0.711 -0.488 -2.248
H 0.652 -2.139 -2.594
H -0.847 -1.130 -2.919
H -0.344 -1.945 1.065
H 0.712 -2.899 0.383
H 1.212 -0.002 -0.294
H 2.275 -1.292 -0.602
H 2.015 -1.624 2.043
H 2.968 -0.284 1.683
O 1.659 2.918 -0.545
H 1.769 2.742 0.347
H 0.671 2.830 -0.732
O 0.317 1.519 2.587
H 1.129 0.885 2.410
H -0.427 1.368 1.919
*
```

Its orbital gap is 9.384 eV. The energy above the lowest of the compared OMol25 structures with the same formula, charge and spin is 3.515 eV. The value obtained for the total energy is -13618.6668 eV.


A molecular structure, C18H16Co2NO7 in a non-equilibrium geometry. Source: the OMol25 dataset; level of theory: the ωB97M-V functional and the def2-TZVPD basis.

Geometry as ORCA input:
```
! wB97M-V def2-TZVPD RIJCOSX def2/J DEFGRID3
* xyz -1 1
O -4.843 -3.134 3.513
C -3.908 -2.889 2.882
Co -2.455 -2.631 1.906
C -3.129 -4.047 1.093
O -3.648 -4.976 0.640
C -2.863 -1.123 1.087
O -3.028 -0.123 0.526
C -0.781 -2.904 1.077
C 0.015 -1.889 0.454
C 0.372 -1.938 -0.866
C 0.999 -1.112 -1.868
C 0.784 -1.418 -3.239
C 1.284 -0.600 -4.241
C 1.993 0.565 -3.915
C 2.237 0.869 -2.577
C 1.827 -0.004 -1.547
Co -0.186 -1.671 2.253
C -1.576 -1.925 3.533
O -1.824 -1.805 4.678
C 0.105 -0.005 2.836
O 0.239 1.002 3.388
C 1.051 -2.448 3.278
O 1.829 -2.934 3.980
H -0.477 -3.955 0.918
H 0.129 -2.922 -1.329
H 0.187 -2.301 -3.490
H 1.104 -0.857 -5.284
H 2.334 1.224 -4.712
H 2.735 1.801 -2.324
H 2.248 -0.006 -0.539
C 0.901 4.758 0.370
C 0.291 3.533 -0.273
O 0.472 3.547 -1.704
C 0.931 2.241 0.201
N 0.272 1.014 -0.303
H 0.951 4.640 1.458
H 1.926 4.949 0.029
H 0.320 5.668 0.173
H -0.781 3.508 -0.058
H -0.314 3.925 -2.113
H 1.972 2.212 -0.156
H 0.949 2.208 1.297
H -0.579 0.749 0.215
H -0.064 1.205 -1.248
*
```

Its orbital gap is 6.413 eV. The energy above the lowest of the compared OMol25 structures with the same formula, charge and spin is 1.725 eV. The value obtained for the total energy is -109999.6350 eV.


Asked for HOMO across the records above, the calculation gives -9.018; -8.682; -3.685 eV in order.